ORCA calculation (the ωB97M-V functional and the def2-TZVPD basis) on a single C4H7NO molecule.

Properties
Largest force on an atom ... 0.008 hartree/bohr
Spin multiplicity ... 1
Highest occupied orbital energy ... -8.12 eV
LUMO ... 0.02879 Ha
Frontier orbital gap ... 8.9 eV
Energy above the lowest of the compared OMol25 structures with the same formula, charge and spin ... 86.3 kcal/mol
Energy ... -286.494191 hartree

Each line ends with the Löwdin charge.
Cartesian coordinates (Å):
1 C -1.2137 0.7451 1.0567  -0.03
2 N -0.0762 0.3779 0.2094  -0.14
3 C -0.3549 -0.1729 -1.1371  -0.10
4 C 0.2865 -1.0487 -0.1382  -0.16
5 C 1.7237 -1.1014 -0.2530  -0.32
6 O 2.5048 -0.3437 0.3231  -0.03
7 H -1.7662 1.5863 0.6205  0.09
8 H -0.8680 1.0253 2.0535  0.09
9 H -1.8748 -0.1203 1.1290  0.10
10 H 0.7889 0.9177 0.3425  0.16
11 H -1.4236 -0.2862 -1.3180  0.10
12 H 0.1723 0.3173 -1.9600  0.12
13 H 2.1011 -1.8963 -0.9284  0.12

=====

ORCA calculation (the ωB97M-V functional and the def2-TZVPD basis) on C4H6FHgO4 as an isolated structure in a non-equilibrium geometry.

Properties
Largest force on an atom ... 0.174 hartree/bohr
Spin multiplicity ... 2
Highest occupied orbital energy (spin up / spin down) ... -7.01 / -8.91 eV
LUMO (spin up / spin down) ... 0.01791 / -0.01608 Ha
Frontier orbital gap (spin up / spin down) ... 7.5 / 8.5 eV
Energy above the lowest of the compared OMol25 structures with the same formula, charge and spin ... 31.8 kcal/mol
Expectation value of S² ... 0.754
Energy ... -710.130315 hartree

Each line ends with the Löwdin charge.
Cartesian coordinates (Å):
1 C 0.5693 -1.5979 -1.7853  -0.27
2 O 0.2382 -0.2680 -1.9864  -0.62
3 Hg 1.0767 1.2501 -2.6206  0.95
4 H 0.2882 -1.9344 -0.7677  0.06
5 H 0.0468 -2.2674 -2.4971  0.07
6 H 1.6556 -1.7816 -1.9042  0.07
7 C -0.0282 1.3706 -0.1092  -0.59
8 O -1.2310 0.8411 0.1701  0.14
9 C -1.1807 0.1396 1.3858  -0.28
10 C 0.1334 0.6079 2.0055  -0.02
11 O 0.7991 1.2459 0.9125  0.10
12 O 0.1516 2.1426 -1.0403  -0.12
13 F -1.1526 -1.1985 1.1093  0.06
14 H -2.0849 0.3465 1.9663  0.17
15 H -0.0224 1.3368 2.8080  0.14
16 H 0.7406 -0.2334 2.3532  0.15

=====

ORCA calculation (the ωB97M-V functional and the def2-TZVPD basis) on a 5-piece molecular cluster, C25H59N5O8P overall in a non-equilibrium geometry.

Properties
Largest force on an atom ... 0.117 hartree/bohr
Spin multiplicity ... 1
Highest occupied orbital energy ... -10.57 eV
LUMO ... -0.17670 Ha
Total charge ... +1
Frontier orbital gap ... 5.8 eV
Energy above the lowest of the compared OMol25 structures with the same formula, charge and spin ... 127.3 kcal/mol
Energy ... -2204.581922 hartree

Each line ends with the Löwdin charge.
Cartesian coordinates (Å):
1 C 6.9898 -1.2800 1.1230  -0.07
2 C 6.7524 0.3016 0.8161  -0.23
3 O 5.4813 0.3802 0.1126  -0.21
4 C 5.1722 1.7214 -0.3173  -0.19
5 C 3.5569 1.8833 -0.1348  -0.09
6 N 3.1943 1.5725 1.2872  -0.06
7 C 3.9900 2.2219 2.3232  0.05
8 C 3.7552 1.9606 3.8551  0.04
9 C 2.6241 0.9755 4.2479  0.03
10 C 1.7926 0.3430 3.1014  0.05
11 C 2.1039 0.6713 1.5955  -0.09
12 P 0.9969 -0.1887 0.3310  0.68
13 O -0.3485 -0.4620 1.0592  -0.34
14 O 1.6901 -1.7008 -0.0290  -0.18
15 O 0.6240 0.7547 -1.0263  -0.16
16 H 8.0849 -1.3897 1.4253  0.08
17 H 6.3154 -1.6498 1.9651  0.08
18 H 6.7697 -1.8601 0.1636  0.09
19 H 7.5705 0.7342 0.1472  0.13
20 H 6.6292 0.8273 1.8247  0.11
21 H 5.7648 2.5461 0.2061  0.12
22 H 5.3875 1.8449 -1.4501  0.15
23 H 3.0951 1.1777 -0.9030  0.13
24 H 3.3199 2.9885 -0.3757  0.16
25 H 4.8329 2.9620 2.0851  0.14
26 H 4.3963 2.4636 4.6544  0.12
27 H 2.3556 0.6946 5.3286  0.12
28 H 0.9528 -0.3963 3.3626  0.13
29 H 1.1304 -2.3939 0.4205  0.09
30 H -0.1411 0.2937 -1.4715  0.09
31 C 4.4698 -3.4598 8.2385  -0.07
32 C 3.1542 -2.6905 8.2980  -0.43
33 C 2.8454 -1.8940 7.0135  -0.20
34 O 3.5991 -0.6901 6.8698  -0.23
35 C 4.9128 -0.8772 6.3650  -0.10
36 N 3.1619 -1.8223 9.4824  0.04
37 H 5.3415 -2.8167 8.3772  0.07
38 H 4.5055 -4.2134 9.0306  0.08
39 H 4.5788 -3.9818 7.2826  0.08
40 H 2.3549 -3.4293 8.4225  0.14
41 H 1.7973 -1.5788 7.0582  0.12
42 H 2.9425 -2.5201 6.1178  0.12
43 H 4.9634 -1.6947 5.6406  0.09
44 H 5.6083 -1.0516 7.1870  0.08
45 H 5.2188 0.0464 5.8671  0.07
46 H 2.2462 -1.3868 9.5749  0.07
47 H 3.7829 -1.0375 9.2797  0.07
48 C -4.2680 -0.3354 -5.7299  -0.07
49 C -2.7660 -0.5965 -5.7733  -0.43
50 C -2.1458 -0.8692 -4.3877  -0.20
51 O -1.9697 0.2953 -3.5811  -0.21
52 C -3.1439 0.7234 -2.9041  -0.10
53 N -2.1052 0.5287 -6.4482  0.04
54 H -4.5115 0.6690 -5.3760  0.05
55 H -4.6995 -0.4299 -6.7311  0.08
56 H -4.7755 -1.0581 -5.0834  0.08
57 H -2.6131 -1.4955 -6.3807  0.14
58 H -1.1391 -1.2712 -4.5436  0.12
59 H -2.7038 -1.6377 -3.8396  0.11
60 H -3.7723 -0.1174 -2.5966  0.09
61 H -3.7072 1.4125 -3.5339  0.05
62 H -2.8385 1.2723 -2.0102  0.09
63 H -1.1185 0.3061 -6.5645  0.07
64 H -2.1001 1.3134 -5.7943  0.07
65 C -3.6417 5.2641 -5.1469  -0.07
66 C -4.7532 4.2298 -5.2911  -0.43
67 C -6.0464 4.7943 -5.9139  -0.20
68 O -6.8306 5.5848 -5.0259  -0.19
69 C -6.3875 6.9252 -4.8843  -0.11
70 N -5.0094 3.6177 -3.9800  0.04
71 H -3.8018 5.9412 -4.3054  0.06
72 H -2.6810 4.7685 -4.9742  0.07
73 H -3.5426 5.8657 -6.0557  0.08
74 H -4.3811 3.4495 -5.9649  0.13
75 H -6.6830 3.9475 -6.1904  0.12
76 H -5.8410 5.3427 -6.8412  0.12
77 H -5.9716 7.3219 -5.8145  0.09
78 H -5.6550 6.9946 -4.0779  0.07
79 H -7.2466 7.5368 -4.6006  0.09
80 H -5.6797 2.8602 -4.0994  0.07
81 H -5.5179 4.3034 -3.4195  0.08
82 C -3.6753 -4.4063 -0.8253  -0.07
83 C -2.1725 -4.6622 -0.8708  -0.42
84 C -1.5480 -4.9282 0.5148  -0.20
85 O -1.3752 -3.7597 1.3149  -0.22
86 C -2.5477 -3.3323 1.9911  -0.10
87 N -1.5162 -3.5371 -1.5487  0.05
88 H -3.9218 -3.4022 -0.4737  0.06
89 H -4.1083 -4.5051 -1.8254  0.08
90 H -4.1789 -5.1290 -0.1760  0.08
91 H -2.0181 -5.5623 -1.4763  0.14
92 H -0.5399 -5.3272 0.3584  0.12
93 H -2.1024 -5.6969 1.0664  0.12
94 H -3.1726 -4.1733 2.3032  0.09
95 H -3.1157 -2.6476 1.3593  0.08
96 H -2.2416 -2.7788 2.8814  0.09
97 H -0.5288 -3.7585 -1.6654  0.07
98 H -1.5121 -2.7498 -0.8967  0.06

=====

ORCA calculation (the ωB97M-V functional and the def2-TZVPD basis) on a 2-piece molecular cluster, C3H7NO overall in a non-equilibrium geometry.

Properties
Largest force on an atom ... 0.109 hartree/bohr
Spin multiplicity ... 1
Highest occupied orbital energy ... -9.34 eV
LUMO ... 0.00236 Ha
Frontier orbital gap ... 9.4 eV
Energy above the lowest of the compared OMol25 structures with the same formula, charge and spin ... 77.8 kcal/mol
Energy ... -248.402533 hartree

Each line ends with the Löwdin charge.
Cartesian coordinates (Å):
1 C 1.6639 -0.2889 0.9428  0.03
2 C 0.4299 0.1932 1.0317  -0.28
3 N -0.6043 -0.2619 0.2678  -0.07
4 C -0.7908 -1.4576 -0.2427  -0.01
5 H 1.7708 -1.0885 0.2212  0.05
6 H 2.5682 0.1685 1.4530  0.08
7 H 0.3004 1.0942 1.5248  0.08
8 H -1.6663 -1.5681 -0.9558  0.09
9 H -0.2596 -2.4041 0.1438  0.10
10 O -0.8052 2.0440 -1.6337  -0.18
11 H -1.9288 2.1329 -1.8640  0.17
12 H -0.6784 1.4363 -0.8889  -0.05

=====

ORCA calculation (the ωB97M-V functional and the def2-TZVPD basis) on C4H6N2O2 as an isolated structure in a non-equilibrium geometry.

Properties
Largest force on an atom ... 0.169 hartree/bohr
Spin multiplicity ... 1
Highest occupied orbital energy ... -10.10 eV
LUMO ... -0.01800 Ha
Frontier orbital gap ... 9.6 eV
Energy above the lowest of the compared OMol25 structures with the same formula, charge and spin ... 145.8 kcal/mol
Energy ... -415.808235 hartree

Each line ends with the Löwdin charge.
Cartesian coordinates (Å):
1 C -1.7452 -0.2904 -0.1292  -0.43
2 C -0.5803 0.5861 0.0404  -0.05
3 C 2.4201 -0.2999 -0.0096  -0.31
4 C 2.1229 0.6537 -0.9459  -0.12
5 H -1.0994 -1.9048 0.9139  0.06
6 H -0.6444 1.4490 -0.5686  0.12
7 H 1.5867 -1.4354 0.1974  0.21
8 H 3.5971 -0.4521 0.3379  0.15
9 H 2.9338 1.3468 -1.0921  0.10
10 H 1.4064 0.2377 -1.7237  0.13
11 N 0.4689 0.1820 0.7432  -0.04
12 N 1.7154 0.8166 0.6635  -0.02
13 O -1.8185 -1.5152 0.4943  0.12
14 O -2.7284 0.2490 -0.7000  0.07

=====

ORCA calculation (the ωB97M-V functional and the def2-TZVPD basis) on a 2-piece molecular cluster, C5H13NO overall in a non-equilibrium geometry.

Properties
Largest force on an atom ... 0.032 hartree/bohr
Spin multiplicity ... 1
Highest occupied orbital energy ... -9.29 eV
LUMO ... 0.03569 Ha
Frontier orbital gap ... 10.3 eV
Energy above the lowest of the compared OMol25 structures with the same formula, charge and spin ... 18.3 kcal/mol
Energy ... -328.289722 hartree

Each line ends with the Löwdin charge.
Cartesian coordinates (Å):
1 C -1.4622 0.3331 1.3923  -0.07
2 C -0.5868 0.8295 0.2749  -0.37
3 C 0.8762 1.1009 0.6479  -0.15
4 C 1.6153 1.0972 -0.7071  -0.18
5 C 0.9480 -0.0892 -1.4349  -0.19
6 N -0.3945 -0.2381 -0.8189  -0.07
7 H -1.0657 -0.5754 1.8233  0.06
8 H -1.4964 1.0754 2.2052  0.08
9 H -2.5114 0.1910 1.1059  0.08
10 H -0.9820 1.7079 -0.2407  0.13
11 H 1.1650 0.1386 1.0889  0.12
12 H 1.1355 1.9931 1.2149  0.12
13 H 2.6888 0.9702 -0.5869  0.10
14 H 1.4921 2.0102 -1.3008  0.11
15 H 0.7255 0.2127 -2.4651  0.11
16 H 1.5094 -1.0252 -1.4264  0.11
17 H -1.1389 -0.0476 -1.4753  0.11
18 O -0.6909 -2.5674 0.5544  -0.12
19 H -0.5039 -1.8215 -0.1012  0.00
20 H -1.1386 -3.3017 0.1525  0.01